1.
Density functional theory data (wB97M-V/def2-TZVPD) for C36H46BrNO4Pd as an isolated structure.

```
89
Properties=species:S:1:pos:R:3:forces:R:3:mulliken_charge:R:1
Pd 0.2437 -2.8022 1.2577 -0.36 0.03 -0.21 0.378
Br -2.5900 -2.9511 -4.3177 -0.02 0.01 -0.01 -0.245
O 0.4867 -4.8278 1.5520 0.03 -0.07 0.06 -0.654
O -2.2567 -2.2691 0.5637 0.08 0.05 0.07 -0.946
O 1.9203 -1.4206 -1.1392 0.06 0.08 0.02 -0.836
O -0.2157 -6.8177 0.8146 0.02 0.02 0.02 -0.751
N 0.0884 -0.8431 0.8068 0.06 -0.09 0.05 0.245
C -5.0537 -1.5341 1.4366 0.03 -0.03 0.02 -1.824
C -5.9847 -0.2005 -0.4353 0.07 -0.01 0.00 -2.335
C 3.0777 2.6149 2.7075 -0.01 0.02 0.04 2.271
C 2.8045 1.5531 1.6464 0.07 -0.03 -0.02 -1.135
C -1.7905 -3.7527 -2.7803 0.03 0.01 0.03 0.158
C -4.8020 -1.0773 -0.0078 -0.01 0.03 0.01 2.546
C 1.9805 3.6911 2.6712 -0.01 -0.01 0.00 -1.708
C -3.4596 3.7026 -1.4486 -0.03 0.01 0.02 -2.449
C 4.9252 -1.5559 -1.2917 0.00 0.03 -0.01 -1.591
C -1.0216 1.0724 -0.1451 0.07 0.05 -0.01 -0.041
C -0.0815 -5.5987 0.7038 -0.05 0.00 -0.05 0.486
C -3.4664 -0.3314 -0.0758 -0.08 0.06 0.02 -0.812
C 3.7027 1.2171 0.6353 -0.01 0.01 0.00 1.072
C -1.0123 -0.2629 0.3421 0.02 -0.03 0.00 -0.968
C -2.0934 3.1429 -1.0483 0.04 0.01 0.01 2.238
C -2.1689 1.6996 -0.5445 -0.10 -0.02 -0.03 -0.490
C -1.5161 4.0422 0.0560 0.03 -0.01 0.00 -1.570
C -0.0507 -3.8397 -1.1589 0.02 -0.03 0.02 -1.429
C 1.3231 -0.1404 0.7516 -0.06 0.02 -0.03 -0.767
C 0.8228 -2.4260 3.0354 0.08 0.01 0.05 -1.174
C 5.7403 0.7831 -1.3237 0.03 0.01 0.02 -2.345
C -2.2608 -1.0420 0.2989 -0.07 -0.04 -0.04 1.286
C 3.4612 0.2313 -0.3197 -0.02 -0.01 -0.02 -0.803
C 4.4849 -0.0881 -1.4110 -0.01 0.01 -0.01 2.347
C -4.7875 -2.3038 -0.9303 -0.03 -0.03 -0.07 -1.473
C 3.0874 1.9665 4.1011 -0.02 0.00 0.00 -1.761
C -1.8341 -5.4357 -1.0880 0.01 -0.01 0.04 -0.683
C 3.8543 0.1454 -2.7937 -0.01 -0.01 0.00 -1.614
C 1.6051 0.8383 1.6758 0.00 0.02 0.00 -0.121
C -1.1762 3.2095 -2.2781 0.02 0.00 0.00 -1.726
C -0.6183 -3.2340 -2.2767 -0.02 0.03 0.01 -0.596
C 2.2294 -0.5102 -0.3000 0.04 0.00 -0.03 0.316
C -0.6536 -4.9327 -0.5447 0.01 -0.01 -0.04 0.677
C -2.4108 -4.8504 -2.1996 -0.05 0.00 -0.03 -0.494
C -3.3913 0.9830 -0.4773 0.06 -0.07 0.01 0.231
C 4.4235 3.3114 2.5037 0.02 0.01 -0.01 -2.324
H 4.4748 3.8029 1.5292 -0.01 0.00 0.01 0.392
H -4.2989 1.4888 -0.7701 -0.02 0.01 0.00 0.587
H 5.6235 -1.8096 -2.0985 -0.01 -0.01 0.00 0.446
H -0.5167 3.7150 0.3486 -0.03 0.01 -0.01 0.234
H -6.9049 -0.7888 -0.3781 0.01 -0.01 -0.01 0.452
H 5.4302 -1.7213 -0.3361 -0.01 0.00 0.00 0.328
H -4.2268 -2.1524 1.7819 -0.02 -0.01 0.02 0.391
H -5.8655 0.1473 -1.4645 -0.05 -0.01 0.00 0.393
H 0.8501 1.0435 2.4304 0.00 -0.01 0.00 0.610
H 1.0220 -1.4140 3.3703 0.04 0.00 0.02 0.424
H 6.2670 0.6419 -0.3758 -0.01 0.00 -0.01 0.380
H 1.9697 4.1884 1.6984 0.00 0.00 0.00 0.325
H 5.5073 1.8462 -1.4307 -0.01 -0.01 0.00 0.388
H 6.4243 0.5066 -2.1322 0.00 0.00 0.00 0.451
H 4.5642 4.0730 3.2770 0.00 0.00 0.00 0.445
H 2.9475 -0.4500 -2.8886 0.00 0.01 0.00 0.268
H -0.1339 -2.3670 -2.7056 0.01 0.00 0.01 0.553
H -5.9803 -2.1165 1.4964 0.01 0.02 -0.01 0.434
H 4.0546 -2.2072 -1.3450 0.00 -0.01 0.00 0.257
H 1.0483 -3.2734 3.6750 0.02 0.01 0.03 0.400
H 2.1397 1.4655 4.3050 0.01 0.01 0.00 0.349
H 5.2532 2.6043 2.5704 -0.01 0.00 0.00 0.385
H 0.8976 -3.4153 -0.8271 0.10 -0.01 0.06 1.480
H -4.6299 -1.9984 -1.9680 0.02 0.00 -0.01 0.214
H 4.5569 -0.1328 -3.5886 0.01 0.00 0.01 0.438
H -1.5739 2.5888 -3.0841 0.00 0.00 0.01 0.340
H -0.0691 1.5855 -0.1872 -0.02 0.00 0.01 0.503
H -5.1472 -0.6677 2.0970 0.00 0.00 0.01 0.355
H -3.3385 -5.2277 -2.6101 0.00 0.00 0.01 0.389
H 4.6430 1.7510 0.5858 -0.02 0.00 0.01 0.551
H -3.9957 -2.9948 -0.6486 -0.02 0.04 0.00 0.229
H 0.9930 3.2538 2.8293 0.02 0.01 0.00 0.345
H -1.4525 5.0816 -0.2846 0.00 -0.01 0.00 0.456
H -0.1755 2.8453 -2.0439 -0.01 0.00 0.00 0.323
H -5.7546 -2.8166 -0.8704 0.01 -0.02 -0.01 0.502
H -1.0914 4.2401 -2.6403 -0.01 -0.01 0.00 0.459
H -2.2912 -6.2955 -0.6154 0.00 0.00 -0.01 0.411
H -4.1533 3.7146 -0.6043 0.01 0.00 -0.01 0.360
H -3.9133 3.1199 -2.2533 0.01 0.00 0.00 0.422
H -3.3406 4.7308 -1.8018 0.00 0.00 0.00 0.460
H -2.1498 4.0068 0.9454 0.00 0.00 0.00 0.299
H 3.2562 2.7160 4.8836 0.00 0.00 -0.01 0.457
H 2.1472 4.4477 3.4471 0.00 -0.01 -0.01 0.478
H 3.8757 1.2133 4.1618 0.00 0.00 0.00 0.347
H 3.5996 1.2026 -2.9161 0.00 -0.01 0.00 0.311
H -6.1078 0.6714 0.2119 0.04 0.01 0.01 0.389
```
Positions in Å, forces in eV/Å.

The spin multiplicity is 3. The LUMO energy (alpha / beta) comes out at 4.144 / 4.142 eV. The HOMO energy (alpha / beta) comes out at -1.18 / -1.33 eV. The charge is -2.

2.
Density functional theory data (wB97M-V/def2-TZVPD) for a 8-piece molecular cluster, C36H46F12O24P overall at a distorted geometry.

```
119
Properties=species:S:1:pos:R:3:forces:R:3:mulliken_charge:R:1
P 0.2763 -1.3316 -2.2104 -1.26 0.14 -0.37 0.024
F 2.3192 8.5017 1.6226 -0.20 -0.09 0.03 -0.292
F 1.7513 -8.3580 2.9888 -0.17 0.06 -0.10 -0.282
F 6.4122 -1.4112 -0.8712 0.15 -0.03 -0.01 -0.299
F 3.2146 -1.3561 3.8579 0.19 -0.04 0.09 -0.155
F -5.7582 -5.3018 -0.1210 0.04 0.07 -0.24 -0.315
F -7.9678 0.3433 -5.4201 -0.12 -0.11 0.04 -0.283
F 2.6184 0.5810 -7.3006 -0.11 0.11 0.18 -0.269
F 5.3942 4.7963 1.3470 -0.07 0.10 0.09 -0.283
F -0.2896 -2.5392 0.2458 -0.31 -0.59 -2.88 -0.086
F 1.0098 -4.4399 -2.6280 -0.15 1.24 2.60 -0.275
F -1.4889 -3.3722 -1.6298 2.34 1.08 1.37 -0.272
F 2.0968 -3.4509 -0.7933 -2.37 -0.83 -1.71 -0.084
O -5.7844 -3.7793 1.5291 0.77 -0.14 0.04 -0.315
O 3.8414 5.6208 -0.0552 -0.57 -0.55 -0.17 -0.277
O 1.5997 -0.0636 -3.0298 2.61 2.62 -2.40 -0.218
O 2.3776 5.6563 -1.7779 0.55 -0.47 0.50 -0.530
O 4.4408 10.3093 -0.3730 -0.48 0.29 0.30 -0.324
O -6.9763 3.5472 -4.7155 -0.08 -0.41 0.51 -0.308
O 3.6687 -0.8396 1.1007 0.45 0.46 0.00 -0.077
O -7.4012 1.6064 -3.6485 -0.20 0.58 -0.22 -0.270
O 3.6078 0.0465 -4.0719 -1.59 -0.03 0.68 -0.246
O 2.7198 10.6383 1.0478 0.19 -0.18 -0.65 -0.317
O -4.2254 -4.6965 2.8797 -0.29 0.37 -0.25 -0.314
O 3.8496 12.4106 0.2137 -0.10 -0.97 0.10 -0.494
O 3.1017 3.6843 -0.9424 -0.09 0.65 -0.03 -0.278
O 3.8742 -6.5437 1.0068 -0.55 0.61 0.31 -0.320
O 1.7330 0.4367 -5.2375 0.09 -0.17 1.57 -0.269
O 5.7491 -0.0336 0.7784 -0.49 -0.33 0.38 -0.333
O 2.1631 -6.2190 2.4363 0.26 0.22 -0.73 -0.237
O 0.1718 -2.4982 4.9456 0.35 0.33 0.33 -0.331
O -0.1064 -1.2058 6.7843 0.81 -0.45 -1.01 -0.531
O -6.5204 3.3506 -2.5103 -0.20 -0.44 -0.82 -0.496
O 4.3277 1.0375 2.1736 0.12 -0.61 -0.69 -0.549
O 3.2995 -4.4437 1.6163 -0.14 -0.74 0.13 -0.355
O 1.8206 -1.1053 5.6031 -0.27 -0.69 -0.08 -0.303
O -5.4105 -2.9036 3.5763 0.16 -0.64 -0.60 -0.486
C 0.5649 -1.5672 5.8617 -1.18 0.59 1.49 0.610
C 3.0467 5.0445 -0.9989 -0.72 0.69 -1.02 0.562
C -7.3879 2.6060 -5.6980 -0.03 0.50 -0.85 -0.439
C 5.7298 -1.3640 0.2989 0.51 0.08 -0.50 0.360
C -2.4482 0.7373 3.7257 -0.86 0.08 -1.15 0.213
C 4.1011 3.3557 0.0160 0.11 -1.05 0.03 0.201
C -1.9767 0.4636 -1.8801 -0.51 0.02 -0.92 -0.829
C -0.2545 -2.8276 -1.1412 0.11 -1.29 -0.15 0.855
C 3.4498 -7.8260 1.4551 0.57 -0.78 -0.43 -0.481
C -3.1125 -0.8924 0.1654 -0.95 0.47 -0.07 -0.328
C 3.9891 0.1931 -5.4383 1.12 -0.07 -0.41 -0.493
C -5.1657 -3.7179 2.7426 -0.33 1.04 1.43 0.683
C -4.9668 -4.6130 0.7362 -0.69 -0.15 -0.44 0.757
C -6.9255 2.8784 -3.5295 0.65 0.83 1.16 0.653
C 2.2614 0.1235 -4.0352 0.61 0.49 -0.62 0.399
C 1.1870 -2.5452 3.9517 -0.33 -0.70 -0.65 0.374
C -2.3399 0.0126 1.2391 -0.68 0.64 0.70 0.198
C -3.2227 0.3442 2.5648 1.89 0.33 1.46 -0.503
C -4.5955 0.7319 -1.2970 -0.15 -0.53 -0.57 -1.254
C 2.0682 -7.5468 1.9555 -0.29 -0.54 0.75 0.301
C -1.2064 -0.4323 -2.9976 -0.04 0.93 0.51 -0.528
C -2.3885 -0.1589 5.0561 -1.09 1.64 -0.62 -0.804
C 3.1295 -5.6270 1.6821 0.58 0.94 -0.06 0.535
C 2.3813 -2.0261 4.6895 0.47 0.52 -0.22 0.166
C 3.6870 11.2310 0.2909 0.49 1.60 -0.12 0.561
C 4.1487 4.5870 0.8629 0.72 0.24 0.50 0.301
C -8.1000 1.5776 -4.8770 0.00 -0.71 -0.09 0.311
C -4.3332 -5.5282 1.7348 0.60 -0.70 0.19 -0.437
C 4.0208 9.0321 0.0868 0.59 -0.69 -0.51 -0.185
C 4.2735 -1.6252 0.0829 -0.59 -0.86 -0.21 0.222
C 0.8654 -3.9863 -1.3032 0.13 -0.23 1.14 -0.028
C -1.5964 2.1114 3.6143 0.89 -1.55 -0.45 -1.050
C 2.6357 9.3081 0.5792 -0.26 -0.16 0.58 0.330
C -3.2895 -0.2319 -1.2850 -0.65 -0.53 0.08 0.645
C 4.5602 0.1392 1.4201 -0.42 0.88 0.99 0.578
C 2.8194 0.9225 -6.0124 0.14 0.15 -1.35 0.261
H -4.3556 0.3004 2.6014 1.56 -1.42 0.10 0.362
H -2.6864 -1.9392 0.0209 -0.22 1.46 0.52 -0.466
H 0.9019 -1.9069 3.1102 0.23 0.13 0.09 -0.087
H 5.0467 3.1604 -0.4981 0.06 0.24 0.16 0.250
H -5.3346 0.3385 -2.0891 1.14 0.64 1.15 0.237
H 1.2909 -7.6051 1.1878 -0.06 -0.07 0.16 0.235
H -4.1778 -1.0473 0.5812 1.60 0.06 -0.71 0.577
H -1.1189 2.3680 4.6189 -0.80 -0.26 -1.38 0.362
H -1.4648 -0.6236 1.6344 -1.10 1.35 -0.70 -0.305
H -1.2054 0.7831 -1.1079 -1.19 -0.25 -0.79 0.215
H -2.2736 2.9365 3.2183 0.86 -1.14 0.80 0.291
H -3.3525 -5.8822 1.4133 -0.01 0.13 0.18 0.269
H 3.8228 2.4703 0.5852 -0.16 0.22 -0.12 -0.299
H -1.7752 0.3503 5.8810 -1.07 -0.79 -1.24 0.355
H 4.0368 8.2993 -0.7208 0.05 0.22 -0.03 0.140
H 4.1314 -0.7951 -5.8833 -0.19 0.10 -0.05 0.294
H -0.7409 0.3151 -3.7361 -0.49 -1.45 1.01 0.291
H 4.6915 8.6939 0.8817 -0.24 0.01 0.11 0.273
H 4.0183 -2.6785 0.1967 -0.03 0.20 0.23 0.010
H 2.9403 -2.7914 5.2357 0.11 0.11 -0.09 0.203
H 3.9238 -1.2817 -0.8958 0.29 0.09 -0.04 -0.083
H 0.5760 -4.8323 -0.5903 0.47 0.92 -1.31 0.219
H -1.9984 1.0309 0.8439 -0.10 -1.61 0.04 0.347
H -1.8991 -1.1448 4.7541 -0.88 1.36 0.53 0.058
H -5.1648 0.6668 -0.3044 1.03 0.43 -1.40 0.224
H 2.8768 2.0107 -5.9228 -0.17 -0.07 -0.06 0.340
H -4.3470 1.7974 -1.6049 -0.39 -1.25 0.73 0.319
H -8.0387 3.0713 -6.4393 0.09 0.13 0.18 0.276
H -9.1578 1.7940 -4.7031 0.04 -0.18 -0.03 0.290
H -3.4794 -0.3160 5.3931 1.71 -0.16 -0.28 0.326
H -3.5552 -1.0992 -2.0004 0.50 1.24 1.04 0.330
H -4.2548 -4.0011 0.1737 -0.13 -0.04 -0.13 -0.134
H 1.8619 9.2375 -0.1907 -0.05 -0.10 0.17 0.309
H 6.2023 -2.0259 1.0298 0.09 0.04 -0.15 0.284
H 4.9182 0.7558 -5.5308 -0.11 -0.04 0.30 0.306
H -0.7411 2.0017 2.8579 -0.97 0.23 0.99 0.135
H 3.4261 4.5975 1.6838 0.16 0.07 0.03 0.337
H -1.8974 -1.1438 -3.5524 1.00 0.72 0.84 0.515
H 1.0582 -0.4866 -1.3511 -1.31 -1.46 0.70 0.182
H 3.4594 -8.5505 0.6401 0.08 0.24 -0.04 0.275
H -6.5075 2.2031 -6.2065 -0.12 -0.20 0.11 0.273
H 1.0675 -1.8544 -3.2994 -1.19 -1.25 1.50 -0.033
H 4.1212 -8.1755 2.2440 -0.24 0.04 0.09 0.299
H -4.9593 -6.3933 1.9700 -0.11 0.13 -0.20 0.285
H -2.3375 1.3970 -2.4525 0.77 -1.34 0.95 0.449
H 1.3325 -3.5630 3.5866 -0.14 0.05 0.16 -0.001
```
Positions in Å, forces in eV/Å.

The LUMO energy comes out at -3.395 eV. The HOMO energy comes out at -8.70 eV. The charge is +1.

Number 1: molar mass 743.091 g mol⁻¹, energy -121281.8385 eV. Number 2: molar mass 1121.690 g mol⁻¹, energy -129103.1226 eV.